(1)
Here is a molecular structure, C58H162MnN10O19 at a distorted geometry from OMol25. Energies are from ωB97M-V/def2-TZVPD.

```
! wB97M-V def2-TZVPD RIJCOSX def2/J DEFGRID3
* xyz 0 6
Mn -26.33 -1.53 -9.88
C -24.97 -2.99 -6.64
C -25.92 -3.71 -7.60
C -26.84 -4.63 -6.79
O -26.71 -2.75 -8.25
H -25.53 -2.54 -5.83
H -24.29 -2.30 -7.16
H -24.29 -3.70 -6.14
H -25.31 -4.30 -8.29
H -26.31 -5.27 -6.07
H -27.49 -5.21 -7.42
H -27.50 -3.99 -6.18
C -29.19 0.73 -9.68
C -29.39 -0.70 -10.26
C -30.34 -0.71 -11.42
O -28.22 -1.34 -10.67
H -30.14 1.20 -9.40
H -28.67 1.36 -10.44
H -28.62 0.65 -8.73
H -29.91 -1.26 -9.41
H -30.68 -1.72 -11.62
H -29.85 -0.28 -12.32
H -31.19 -0.10 -11.21
C -23.96 -4.62 -12.42
C -24.33 -3.83 -11.17
C -23.15 -2.92 -10.83
O -23.35 -2.42 -9.53
C -22.35 -1.45 -9.20
N -25.55 -2.98 -11.28
H -24.86 -5.13 -12.83
H -23.14 -5.32 -12.23
H -23.64 -3.90 -13.18
H -24.48 -4.46 -10.31
H -23.22 -2.10 -11.57
H -22.17 -3.43 -10.97
H -22.31 -0.65 -9.97
H -21.32 -1.82 -9.20
H -22.58 -0.96 -8.25
H -25.65 -2.46 -12.18
H -26.29 -3.70 -11.27
C -24.55 3.46 -14.87
C -25.95 3.94 -14.83
C -26.86 2.97 -14.09
O -28.17 3.54 -14.07
C -29.22 2.66 -13.73
N -26.00 5.29 -14.30
H -24.05 4.21 -15.49
H -24.39 2.49 -15.39
H -24.09 3.44 -13.88
H -26.38 3.99 -15.81
H -26.48 2.78 -13.08
H -26.97 1.99 -14.61
H -30.20 3.08 -13.99
H -29.28 2.49 -12.63
H -29.16 1.70 -14.27
H -25.83 5.33 -13.28
H -26.96 5.64 -14.43
C -32.06 -6.52 -11.81
C -33.28 -5.60 -11.89
C -33.54 -5.19 -13.32
O -32.36 -4.79 -14.02
C -31.69 -3.71 -13.34
N -34.42 -6.21 -11.26
H -31.12 -6.05 -12.01
H -32.12 -7.38 -12.49
H -32.06 -6.93 -10.79
H -33.01 -4.73 -11.27
H -34.35 -4.42 -13.38
H -33.81 -6.11 -13.82
H -32.36 -2.84 -13.20
H -30.89 -3.47 -14.03
H -31.35 -4.07 -12.38
H -34.54 -7.14 -11.60
H -35.21 -5.59 -11.15
C -30.89 -1.84 -17.42
C -31.39 -0.90 -18.51
C -31.26 0.58 -18.15
O -29.91 0.97 -17.89
C -29.84 2.40 -17.79
N -30.71 -1.13 -19.76
H -31.46 -1.77 -16.51
H -29.84 -1.56 -17.20
H -30.97 -2.87 -17.74
H -32.47 -1.05 -18.61
H -31.87 0.75 -17.26
H -31.61 1.14 -19.02
H -28.85 2.66 -17.39
H -30.67 2.75 -17.18
H -29.92 2.89 -18.78
H -29.71 -1.21 -19.70
H -30.84 -0.31 -20.37
C -23.43 5.57 -10.27
C -24.43 6.65 -10.57
C -25.78 6.16 -10.07
O -26.33 5.10 -10.81
C -27.65 4.84 -10.38
N -24.09 7.89 -9.85
H -23.33 5.45 -9.17
H -22.43 5.72 -10.70
H -23.79 4.62 -10.68
H -24.53 6.75 -11.66
H -26.42 7.05 -10.23
H -25.82 5.94 -8.99
H -28.30 5.72 -10.49
H -27.62 4.52 -9.31
H -28.03 4.06 -11.08
H -23.15 8.17 -10.10
H -24.79 8.58 -10.03
C -32.83 -4.31 -8.13
C -33.25 -5.45 -7.18
C -34.73 -5.20 -6.90
O -35.20 -6.09 -5.89
C -36.60 -6.01 -5.74
N -33.03 -6.78 -7.78
H -33.14 -3.34 -7.77
H -33.37 -4.45 -9.10
H -31.77 -4.32 -8.33
H -32.71 -5.42 -6.23
H -35.31 -5.40 -7.82
H -34.91 -4.14 -6.61
H -36.86 -5.05 -5.29
H -36.90 -6.84 -5.09
H -37.15 -6.03 -6.70
H -32.97 -7.47 -7.05
H -33.83 -7.06 -8.36
C -31.54 4.92 -11.08
C -31.76 4.10 -9.79
C -31.39 5.04 -8.68
O -31.35 4.27 -7.46
C -31.14 5.18 -6.40
N -33.18 3.76 -9.58
H -32.07 5.86 -10.98
H -32.00 4.39 -11.96
H -30.48 5.01 -11.30
H -31.10 3.22 -9.76
H -32.17 5.82 -8.61
H -30.38 5.43 -8.91
H -30.16 5.68 -6.49
H -31.25 4.57 -5.49
H -31.89 5.96 -6.45
H -33.34 3.35 -8.67
H -33.52 3.13 -10.31
C -23.20 2.09 -3.65
C -23.19 1.78 -5.16
C -21.92 1.01 -5.38
O -20.75 1.57 -4.79
C -19.74 0.64 -4.71
N -24.33 0.99 -5.64
H -22.97 1.15 -3.14
H -24.14 2.51 -3.22
H -22.37 2.74 -3.40
H -23.23 2.76 -5.63
H -21.73 0.84 -6.46
H -22.06 0.01 -4.93
H -20.06 -0.33 -4.29
H -19.01 1.06 -4.03
H -19.22 0.40 -5.67
H -25.22 1.46 -5.60
H -24.30 0.05 -5.28
C -25.23 2.70 -8.12
C -25.75 1.62 -9.14
C -24.79 1.56 -10.27
O -25.12 0.45 -11.21
C -24.33 0.61 -12.39
N -25.87 0.34 -8.58
H -25.25 3.70 -8.55
H -24.28 2.51 -7.63
H -25.96 2.69 -7.29
H -26.74 2.00 -9.46
H -23.81 1.30 -9.80
H -24.70 2.53 -10.79
H -23.32 0.23 -12.21
H -24.37 1.63 -12.79
H -24.85 -0.01 -13.13
H -26.73 0.25 -8.02
H -25.08 0.17 -7.96
C -33.97 -1.66 -10.93
C -34.46 -0.50 -10.13
C -33.44 -0.01 -9.19
O -33.92 0.93 -8.32
C -33.05 1.13 -7.21
N -34.94 0.67 -10.89
H -33.49 -2.37 -10.25
H -33.19 -1.39 -11.62
H -34.71 -2.18 -11.53
H -35.24 -0.93 -9.46
H -32.63 0.45 -9.81
H -33.02 -0.94 -8.73
H -32.13 1.57 -7.55
H -32.82 0.14 -6.79
H -33.43 1.76 -6.41
H -35.21 1.36 -10.22
H -35.71 0.39 -11.47
C -32.12 0.50 -13.80
O -33.49 0.46 -14.29
H -31.51 1.07 -14.50
H -32.06 0.93 -12.80
H -31.74 -0.53 -13.73
H -33.65 1.26 -14.82
C -34.34 -2.54 -16.22
O -33.81 -1.27 -16.53
H -33.74 -3.00 -15.42
H -35.33 -2.36 -15.77
H -34.39 -3.20 -17.08
H -33.94 -0.80 -15.69
C -30.35 -1.60 -5.41
C -29.46 -1.93 -6.61
O -28.25 -1.27 -6.62
H -29.77 -1.81 -4.53
H -31.33 -2.13 -5.39
H -30.69 -0.57 -5.39
H -30.02 -1.66 -7.55
H -29.24 -3.02 -6.65
H -27.62 -1.82 -7.22
C -28.85 -5.52 -15.25
C -30.05 -5.91 -16.11
O -30.87 -6.77 -15.39
H -29.08 -4.95 -14.35
H -28.12 -4.96 -15.86
H -28.37 -6.46 -15.04
H -29.69 -6.47 -16.97
H -30.64 -5.02 -16.42
H -31.37 -6.13 -14.87
C -27.86 3.51 -5.12
C -28.46 2.16 -5.56
O -27.41 1.30 -5.99
H -27.01 3.30 -4.47
H -28.53 4.17 -4.55
H -27.45 4.03 -6.00
H -29.22 2.27 -6.37
H -28.98 1.67 -4.73
H -27.82 0.40 -6.13
C -27.22 -1.86 -15.33
C -27.84 -1.55 -14.02
O -26.99 -0.84 -13.16
H -26.86 -0.95 -15.85
H -27.93 -2.35 -15.99
H -26.38 -2.54 -15.22
H -28.11 -2.47 -13.46
H -28.76 -0.95 -14.17
H -27.47 -0.77 -12.29
C -27.88 -5.78 -11.01
C -28.53 -4.52 -10.57
O -28.89 -3.84 -11.74
H -27.51 -6.34 -10.14
H -27.05 -5.64 -11.72
H -28.58 -6.44 -11.50
H -27.95 -3.89 -9.92
H -29.43 -4.74 -9.97
H -28.79 -2.87 -11.58
*
```

Properties
Maximum force in eV/A: 3.01
E_tot in eV: -147892.8486
LUMO (alpha / beta) in eV: 0.436 / 0.435
E_HOMO (alpha / beta) in Eh: -0.30308 / -0.31992

(2)
Here is 8 unconnected molecules or ions with the total composition C48H120N8O16 at a distorted geometry from OMol25. Energies are from ωB97M-V/def2-TZVPD.

```
! wB97M-V def2-TZVPD RIJCOSX def2/J DEFGRID3
* xyz 0 1
C -2.65 4.71 2.74
O -3.13 3.57 3.49
C -4.15 2.88 2.75
C -4.95 1.85 3.51
N -4.20 0.63 3.87
C -2.95 0.73 4.80
C -3.17 1.46 6.14
O -1.96 1.25 6.83
C -1.89 1.89 8.13
H -1.62 4.78 2.39
H -2.74 5.50 3.49
H -3.30 5.30 2.10
H -3.65 2.33 1.97
H -4.86 3.63 2.40
H -5.86 1.51 3.02
H -5.37 2.10 4.49
H -3.96 0.17 3.00
H -2.13 0.97 4.13
H -2.68 -0.28 5.12
H -4.00 0.99 6.67
H -3.32 2.52 5.93
H -1.48 2.88 7.93
H -1.01 1.47 8.60
H -2.82 1.89 8.70
C 1.90 7.59 3.14
O 1.96 8.70 2.17
C 0.96 8.70 1.13
C 0.75 9.90 0.13
N 0.11 11.07 0.65
C -0.01 12.08 -0.41
C -0.56 13.47 0.12
O -1.96 13.50 0.41
C -2.54 14.76 0.69
H 2.54 6.73 2.91
H 0.86 7.35 3.33
H 2.19 8.04 4.08
H 0.02 8.69 1.68
H 1.02 7.77 0.58
H 0.03 9.54 -0.60
H 1.66 10.17 -0.39
H -0.84 10.86 0.90
H -0.78 11.78 -1.13
H 0.83 12.18 -1.10
H -0.45 14.14 -0.73
H 0.01 13.86 0.97
H -2.25 15.21 1.64
H -3.58 14.44 0.74
H -2.38 15.48 -0.11
C 1.39 2.00 4.05
O 2.44 2.03 3.09
C 2.59 3.35 2.45
C 3.60 3.42 1.31
N 3.13 2.68 0.14
C 3.78 2.92 -1.11
C 3.33 2.08 -2.35
O 3.80 0.72 -2.20
C 5.18 0.61 -2.47
H 1.61 2.76 4.80
H 1.32 1.00 4.49
H 0.41 2.18 3.63
H 2.88 4.01 3.26
H 1.62 3.67 2.07
H 4.52 3.00 1.71
H 3.73 4.33 0.73
H 3.28 1.69 0.25
H 4.86 2.82 -1.00
H 3.55 3.96 -1.34
H 3.55 2.53 -3.31
H 2.24 2.11 -2.26
H 5.49 0.84 -3.49
H 5.68 -0.35 -2.41
H 5.78 1.41 -2.03
C -2.52 -2.37 3.07
O -2.93 -1.38 2.20
C -3.97 -1.69 1.38
C -5.38 -1.82 1.97
N -5.49 -2.73 3.06
C -6.75 -2.80 3.71
C -7.70 -3.66 2.86
O -8.40 -3.06 1.71
C -9.22 -1.94 2.19
H -2.38 -3.40 2.73
H -2.96 -2.30 4.07
H -1.57 -1.90 3.33
H -3.80 -2.63 0.86
H -3.99 -1.05 0.50
H -6.03 -2.32 1.25
H -5.92 -0.90 2.16
H -4.76 -2.64 3.75
H -7.11 -1.81 3.99
H -6.59 -3.31 4.66
H -8.59 -3.96 3.42
H -7.27 -4.60 2.53
H -9.93 -2.32 2.92
H -10.00 -1.67 1.47
H -8.60 -1.10 2.50
C 1.18 -4.56 -3.99
O 2.41 -5.21 -3.94
C 2.73 -5.73 -5.31
C 3.19 -7.14 -5.15
N 2.08 -8.10 -5.09
C 2.54 -9.17 -4.17
C 1.38 -10.14 -3.96
O 0.28 -9.35 -3.66
C -0.92 -10.03 -3.69
H 1.18 -3.57 -4.45
H 0.98 -4.32 -2.94
H 0.48 -5.28 -4.41
H 3.46 -5.09 -5.81
H 1.90 -5.60 -5.99
H 3.69 -7.14 -4.18
H 3.95 -7.46 -5.86
H 1.21 -7.77 -4.70
H 2.87 -8.75 -3.22
H 3.34 -9.87 -4.43
H 1.50 -10.73 -3.05
H 1.39 -10.88 -4.75
H -1.07 -10.78 -2.92
H -1.12 -10.48 -4.67
H -1.66 -9.24 -3.63
C 2.80 -2.36 -0.19
O 2.01 -1.19 -0.06
C 0.63 -1.43 -0.34
C -0.33 -0.28 0.14
N -0.23 0.79 -0.79
C -1.06 1.92 -0.34
C -0.63 3.04 -1.33
O -1.30 4.29 -1.00
C -0.46 5.09 -0.28
H 3.76 -1.95 -0.49
H 2.49 -3.08 -0.95
H 2.88 -2.98 0.70
H 0.38 -2.34 0.21
H 0.33 -1.64 -1.37
H -0.11 0.04 1.16
H -1.33 -0.72 0.12
H 0.74 1.08 -0.79
H -0.87 2.34 0.65
H -2.11 1.69 -0.52
H -0.85 2.89 -2.39
H 0.46 3.09 -1.27
H 0.40 5.32 -0.90
H -0.21 4.60 0.66
H -0.84 6.08 -0.03
C -0.24 3.17 -6.51
O -1.27 2.57 -5.78
C -0.93 1.43 -5.02
C -2.14 0.88 -4.18
N -1.84 -0.39 -3.52
C -2.88 -1.09 -2.72
C -4.21 -1.41 -3.47
O -5.16 -0.31 -3.52
C -5.48 0.31 -2.26
H 0.28 2.44 -7.14
H 0.50 3.65 -5.88
H -0.50 3.95 -7.22
H -0.17 1.47 -4.24
H -0.69 0.66 -5.75
H -3.00 0.69 -4.82
H -2.38 1.64 -3.44
H -1.13 -0.12 -2.87
H -3.17 -0.72 -1.74
H -2.35 -2.03 -2.61
H -4.73 -2.21 -2.93
H -3.76 -1.63 -4.43
H -5.83 -0.32 -1.44
H -6.22 1.08 -2.46
H -4.59 0.83 -1.91
C 5.26 -3.83 -2.56
O 5.84 -4.51 -1.47
C 5.64 -5.96 -1.29
C 6.88 -6.51 -0.50
N 6.57 -7.84 -0.09
C 7.71 -8.55 0.49
C 7.93 -8.14 1.94
O 6.86 -8.39 2.82
C 6.64 -9.74 3.27
H 4.29 -4.20 -2.89
H 5.86 -4.12 -3.43
H 5.35 -2.75 -2.47
H 5.45 -6.37 -2.28
H 4.71 -6.17 -0.76
H 7.02 -5.85 0.36
H 7.79 -6.54 -1.10
H 6.10 -7.84 0.81
H 8.60 -8.54 -0.14
H 7.48 -9.62 0.56
H 8.29 -7.11 2.05
H 8.76 -8.72 2.34
H 6.30 -10.36 2.44
H 5.90 -9.82 4.07
H 7.55 -10.12 3.73
*
```

Properties
Maximum force in eV/A: 3.19
E_tot in eV: -96383.3209
SMILES string: COCCNCCOC.COCCNCCOC.COCCNCCOC.COCCNCCOC.COCCNCCOC.COCCNCCOC.COCCNCCOC.COCCNCCOC
Energy above the lowest of the compared OMol25 structures with the same formula, charge and spin in kJ/mol: 908.6
LUMO in eV: 0.647
E_HOMO in Eh: -0.30850

(3)
Here is a single C6H11N molecule at a distorted geometry from OMol25. Energies are from ωB97M-V/def2-TZVPD.

```
! wB97M-V def2-TZVPD RIJCOSX def2/J DEFGRID3
* xyz 0 1
C -2.74 -1.92 -0.73
N -1.36 -1.36 -1.00
C -1.04 -0.19 -0.23
C 3.17 1.88 1.45
C 2.47 1.31 0.45
C 1.10 0.98 0.60
C 0.36 0.20 -0.33
H -2.45 -2.66 0.02
H -3.15 -2.26 -1.68
H -3.54 -1.19 -0.60
H -1.14 -1.44 -1.99
H -1.34 -0.23 0.88
H -1.80 0.57 -0.55
H 2.76 2.24 2.40
H 4.24 1.90 1.44
H 2.93 1.06 -0.47
H 0.64 1.40 1.51
H 0.90 -0.29 -1.17
*
```

Properties
Maximum force in eV/A: 4.41
E_tot in eV: -7887.6689
SMILES string: C=C/C=C/CNC
Energy above the lowest of the compared OMol25 structures with the same formula, charge and spin in kJ/mol: 276.2
LUMO in eV: 0.886
E_HOMO in Eh: -0.29500